Entry 1:
DFT (ωB97M-V with the def2-TZVPD basis set) results for an isolated molecule of C6H9N3O.

Properties
- relative energy (zero: lowest compared OMol25 entry of this formula, charge and spin) (eV) = 6.119
- highest occupied orbital energy (alpha / beta) (eV) = -7.3 / -7.6
- max |F| (eV/Å) = 4.90
- LUMO (alpha / beta) (eV) = -0.429 / -0.278

```
! RIJCOSX wB97M-V def2-TZVPD def2/J DEFGRID3
* xyz 0 1
C 1.887 -0.273 0.550
C -0.524 -0.825 -0.140
C 2.229 -1.638 0.480
C -1.442 0.864 1.093
C -1.177 1.310 -1.337
C -1.535 0.232 -0.245
N -0.001 -1.838 -0.603
N 2.007 0.972 0.603
N 1.180 -2.356 -0.229
O 3.256 -2.224 0.836
H -0.450 1.319 1.200
H -1.491 0.048 1.896
H -2.213 1.591 1.342
H -0.441 1.933 -0.968
H -1.982 1.982 -1.538
H -0.970 0.858 -2.316
H -2.446 -0.147 -0.498
H 2.792 1.477 0.395
H 1.321 -3.285 -0.520
*
```

Atomic partial charges in e from the Löwdin method, atoms 1 to 8: -0.0202 -0.0214 -0.4345 -0.1093 -0.0347 -0.3824 0.0414 0.1709

---

Entry 2:
DFT (ωB97M-V with the def2-TZVPD basis set) results for a cluster of 3 separate species, C19H49Cl2N8O3P3 in total.

Properties
- highest occupied orbital energy (eV) = -7.8
- max |F| (eV/Å) = 6.44
- LUMO (eV) = 0.291

```
! RIJCOSX wB97M-V def2-TZVPD def2/J DEFGRID3
* xyz 0 1
C -7.010 -2.718 2.100
C -5.848 -2.829 1.125
O -5.303 -3.920 1.002
N -5.412 -1.688 0.446
C -6.513 -0.867 -0.113
P -4.198 -2.002 -0.781
C -4.825 -3.344 -1.928
N -6.261 -3.196 -2.148
C -2.697 -2.730 -0.006
Cl -1.979 -4.057 -0.892
C -2.133 -2.314 1.128
C -0.927 -2.907 1.775
Cl -2.812 -0.976 2.010
H -7.218 -1.690 2.393
H -6.812 -3.355 2.951
H -7.894 -3.056 1.557
H -6.458 0.128 0.331
H -6.396 -0.716 -1.183
H -7.495 -1.301 0.038
H -4.286 -3.210 -2.861
H -4.584 -4.295 -1.451
H -6.583 -3.834 -2.861
H -6.743 -3.432 -1.290
H -0.382 -3.562 1.103
H -1.227 -3.496 2.642
H -0.235 -2.133 2.103
O -0.931 -1.123 -4.391
P 0.026 -0.245 -3.638
N -1.084 0.878 -2.939
C -0.785 2.222 -2.488
C -2.099 0.262 -2.085
N 0.832 0.457 -4.995
C 1.007 1.885 -5.166
C 0.594 -0.162 -6.294
N 1.357 0.170 -2.592
C 2.678 -0.335 -3.045
C 1.176 -0.388 -1.223
H -0.197 2.260 -1.559
H -1.719 2.756 -2.300
H -0.265 2.812 -3.235
H -1.690 -0.087 -1.127
H -2.552 -0.593 -2.579
H -2.907 0.961 -1.864
H 0.060 2.393 -5.391
H 1.696 2.083 -5.993
H 1.472 2.341 -4.291
H -0.373 0.132 -6.720
H 0.624 -1.245 -6.226
H 1.381 0.132 -6.995
H 2.678 -1.421 -3.180
H 3.438 -0.078 -2.305
H 2.990 0.125 -3.976
H 1.005 -1.468 -1.244
H 0.341 0.079 -0.701
H 2.049 -0.191 -0.608
O 2.377 0.451 2.041
P 3.416 1.141 2.881
N 2.425 2.304 3.683
C 2.872 3.553 4.268
C 1.327 1.733 4.464
N 4.312 1.875 1.602
C 4.652 3.284 1.565
C 4.013 1.409 0.257
N 4.778 1.306 3.961
C 6.041 0.705 3.458
C 4.534 0.653 5.274
H 3.445 3.431 5.199
H 2.004 4.173 4.503
H 3.470 4.147 3.585
H 1.667 1.245 5.388
H 0.784 0.992 3.878
H 0.609 2.506 4.742
H 3.772 3.916 1.390
H 5.366 3.477 0.761
H 5.158 3.601 2.478
H 3.085 1.851 -0.128
H 3.919 0.327 0.233
H 4.826 1.665 -0.429
H 5.926 -0.356 3.223
H 6.819 0.810 4.216
H 6.406 1.214 2.573
H 4.249 -0.397 5.166
H 3.751 1.166 5.832
H 5.428 0.704 5.892
*
```

Atomic partial charges in e from the Löwdin method, atoms 1 to 8: -0.0014 -0.5620 0.0301 -0.2703 -0.1276 1.0076 -0.4343 -0.0377

---

Entry 3:
DFT (ωB97M-V with the def2-TZVPD basis set) results for an isolated molecule of C4H10P2.

Properties
- relative energy (zero: lowest compared OMol25 entry of this formula, charge and spin) (eV) = 1.126
- highest occupied orbital energy (eV) = -6.9
- max |F| (eV/Å) = 3.63
- LUMO (eV) = 0.518

```
! RIJCOSX wB97M-V def2-TZVPD def2/J DEFGRID3
* xyz 0 1
C 1.110 -2.364 1.245
C -1.422 1.175 -1.530
C 0.246 0.244 1.976
C 0.015 0.781 -1.825
P 0.511 -0.962 0.578
P 0.424 -0.976 -1.486
H 1.122 -2.199 2.291
H 1.597 -3.131 0.708
H -1.447 2.209 -1.653
H -2.108 0.932 -2.284
H -1.601 0.860 -0.408
H -0.883 0.525 1.989
H 0.962 1.018 1.769
H 0.567 -0.349 2.829
H 0.796 1.364 -1.287
H 0.109 0.871 -2.911
*
```

Atomic partial charges in e from the Löwdin method, atoms 1 to 8: -0.3300 -0.1997 -0.2474 -0.6648 0.5467 0.5803 -0.0446 -0.0172

---

Entry 4:
DFT (ωB97M-V with the def2-TZVPD basis set) results for the ion C4H12NOSi with charge -1.

Properties
- relative energy (zero: lowest compared OMol25 entry of this formula, charge and spin) (eV) = 2.326
- highest occupied orbital energy (eV) = -3.0
- max |F| (eV/Å) = 4.23
- LUMO (eV) = 4.085

```
! RIJCOSX wB97M-V def2-TZVPD def2/J DEFGRID3
* xyz -1 1
C 0.954 -1.381 -1.316
C -0.124 2.201 0.923
C 0.562 -1.441 0.173
C -1.052 1.288 0.234
N -2.187 -1.148 -0.804
O -2.487 -1.530 0.634
Si -1.036 -0.609 0.633
H 0.209 -2.034 -1.883
H 0.809 -0.366 -1.792
H 1.858 -1.822 -1.505
H -0.036 2.123 2.013
H 0.925 1.810 0.625
H -0.171 3.306 0.541
H 1.413 -0.940 0.722
H 0.520 -2.478 0.533
H -0.582 1.281 -0.806
H -2.071 1.637 0.370
H -1.909 -2.100 -1.265
H -0.491 -0.430 2.176
*
```

Atomic partial charges in e from the Löwdin method, atoms 1 to 8: -0.1979 -0.2674 -0.3718 -0.3866 -0.1889 -0.4055 0.2578 0.0620

---

Entry 5:
DFT (ωB97M-V with the def2-TZVPD basis set) results for a cluster of 7 separate species, C18H27N5O4 in total.

Properties
- relative energy (zero: lowest compared OMol25 entry of this formula, charge and spin) (eV) = 2.926
- highest occupied orbital energy (eV) = -9.5
- max |F| (eV/Å) = 4.03
- LUMO (eV) = 0.138

```
! RIJCOSX wB97M-V def2-TZVPD def2/J DEFGRID3
* xyz 0 1
C 5.147 -1.608 -5.492
C 4.686 -1.348 -4.098
N 4.310 -1.130 -3.018
H 5.229 -0.652 -6.009
H 4.544 -2.382 -5.967
H 6.164 -1.995 -5.552
C -1.984 3.019 -0.559
C -0.516 2.603 -0.404
N 0.617 2.300 -0.301
H -2.656 2.185 -0.356
H -2.030 3.411 -1.575
H -2.238 3.849 0.101
C 2.567 2.936 -3.431
C 4.001 3.088 -3.392
N 5.143 3.263 -3.377
H 2.238 2.379 -2.554
H 2.336 2.413 -4.360
H 2.122 3.923 -3.559
C 2.274 -3.782 0.700
C 2.647 -3.696 2.144
N 2.906 -3.669 3.242
H 2.799 -4.642 0.285
H 2.795 -2.893 0.345
H 1.214 -3.843 0.451
C 1.578 -0.172 -1.614
C 0.212 -0.415 -1.330
N -0.874 -0.633 -1.049
H 2.038 -1.156 -1.519
H 2.075 0.569 -0.988
H 1.703 0.108 -2.660
O 1.662 -0.810 5.305
C 0.808 -0.488 4.545
O -0.333 0.103 4.991
C -1.199 0.350 3.908
C -0.407 0.249 2.665
C 0.670 -0.809 3.044
H -1.669 1.332 3.949
H -1.995 -0.391 3.991
H -0.042 1.234 2.372
H -0.993 -0.176 1.850
H 1.686 -0.622 2.698
H 0.472 -1.865 2.861
O -4.890 1.128 3.594
C -4.903 0.695 2.420
O -3.731 0.534 1.785
C -3.813 -0.290 0.563
C -5.286 -0.532 0.385
C -6.016 0.306 1.499
H -3.282 -1.233 0.691
H -3.443 0.231 -0.320
H -5.463 -1.586 0.595
H -5.652 -0.385 -0.632
H -6.789 -0.226 2.054
H -6.441 1.219 1.082
*
```

Atomic partial charges in e from the Löwdin method, atoms 1 to 8: -0.0647 -0.2348 0.1354 0.0806 0.0798 0.0788 -0.0260 -0.1953

---

Entry 6:
DFT (ωB97M-V with the def2-TZVPD basis set) results for a structure of composition C30H24CoN6O4.

Properties
- <S²> = 0.99
- relative energy (zero: lowest compared OMol25 entry of this formula, charge and spin) (eV) = 1.001
- highest occupied orbital energy (alpha / beta) (eV) = -6.7 / -6.7
- max |F| (eV/Å) = 1.54
- LUMO (alpha / beta) (eV) = -0.739 / -0.709

```
! RIJCOSX wB97M-V def2-TZVPD def2/J DEFGRID3
* xyz 0 2
Co -0.983 -0.378 -0.966
O -3.139 -3.450 -2.504
C -2.321 -2.732 -1.933
N -2.460 -1.499 -1.425
C -3.702 -0.835 -1.406
C -4.946 -1.401 -1.683
C -6.092 -0.632 -1.560
C -6.011 0.695 -1.174
C -4.782 1.276 -0.905
C -3.619 0.520 -1.022
N -2.305 1.015 -0.873
C -2.095 2.173 -0.232
O -2.881 2.811 0.474
C -0.721 2.776 -0.428
C -0.358 3.873 0.355
C 0.867 4.463 0.133
C 1.688 3.951 -0.864
C 1.238 2.856 -1.584
N 0.061 2.275 -1.375
C -0.944 -3.294 -1.695
C -0.646 -4.585 -2.117
C 0.591 -5.107 -1.811
C 1.487 -4.324 -1.094
C 1.113 -3.038 -0.751
N -0.077 -2.518 -1.051
H -5.004 -2.425 -2.000
H -7.051 -1.081 -1.778
H -6.908 1.292 -1.077
H -4.721 2.304 -0.597
H -1.055 4.225 1.097
H 1.177 5.321 0.715
H 2.647 4.392 -1.091
H 1.852 2.427 -2.368
H -1.407 -5.134 -2.649
H 0.856 -6.111 -2.113
H 2.460 -4.694 -0.812
H 1.798 -2.402 -0.210
O 1.896 0.813 5.313
C 0.497 0.736 5.135
C 0.179 0.425 3.699
C -1.139 0.252 3.300
C -1.415 -0.009 1.973
N -0.456 -0.111 1.054
C 0.819 0.055 1.424
C 1.177 0.324 2.743
C 1.817 -0.036 0.331
C 3.191 0.066 0.563
C 4.066 -0.034 -0.505
C 5.559 0.082 -0.305
O 6.136 1.081 -1.123
C 3.535 -0.227 -1.778
C 2.164 -0.315 -1.922
N 1.325 -0.226 -0.895
H 2.078 1.024 6.233
H 0.017 1.688 5.401
H 0.064 -0.048 5.771
H -1.958 0.328 4.001
H -2.429 -0.125 1.611
H 2.202 0.468 3.038
H 3.582 0.211 1.558
H 6.046 -0.851 -0.598
H 5.780 0.253 0.755
H 5.771 1.935 -0.866
H 4.178 -0.293 -2.643
H 1.710 -0.473 -2.893
*
```

Atomic partial charges in e from the Löwdin method, atoms 1 to 8: 0.6550 0.0349 -0.4605 0.0303 -0.1916 -0.0218 -0.1053 -0.1030